1.
Entry from the Open Molecules 2025 dataset: a molecular structure, C2H3NO2 in a non-equilibrium geometry (ωB97M-V/def2-TZVPD).

Atoms and positions in Å:
C1 -0.17245 0.87503 -0.51172
H1 -1.18073 0.91338 -0.13260
H2 -0.19787 -1.13288 2.16636
O1 -0.03933 0.08542 -1.70109
O2 -0.33460 -0.80346 1.25821
N1 0.85283 -1.35171 0.07390
C2 0.70265 -0.39165 -0.69110
H3 0.36950 1.80589 -0.46197

The calculation puts the LUMO energy at -1.21 eV. For the electronic energy, the calculation gives -283.002970 Ha. As for the maximum force: 5.85 eV Å⁻¹. The frontier orbital gap is 8.6 eV.

---

2.
Entry from the Open Molecules 2025 dataset: a single C2H3NO2S molecule in a non-equilibrium geometry (ωB97M-V/def2-TZVPD).

Atoms and positions in Å:
C1 -0.13693 -0.73045 0.10939
H1 -1.14981 -2.91848 -0.41202
O1 -0.04189 -0.97670 1.28834
S1 -0.71614 -1.83481 -1.14382
O2 0.00949 0.91793 -1.63250
H2 0.79178 2.40767 0.32069
N1 0.50334 1.46587 0.49933
H3 0.58018 1.04369 1.45003
C2 0.15998 0.62529 -0.47944

The calculation puts the LUMO energy at -0.17 eV. For the electronic energy, the calculation gives -681.448829 Ha. As for the maximum force: 2.07 eV Å⁻¹. The SMILES is NC(=O)C(=O)S. The frontier orbital gap is 9.8 eV.

---

3.
Entry from the Open Molecules 2025 dataset: a single C2H3NO2S molecule in a non-equilibrium geometry (ωB97M-V/def2-TZVPD).

Atoms and positions in Å:
N1 0.04701 -1.47182 -0.00586
H1 2.01159 2.48462 0.30030
H2 0.66930 -1.65695 -0.80154
S1 -0.96550 -0.16613 -0.04838
O1 -1.54633 -0.12832 1.26259
O2 -1.68069 -0.10325 -1.29546
C1 1.13723 2.00670 -0.06123
C2 0.21806 1.19914 -0.12679
H3 0.10934 -2.16401 0.77636

The calculation puts the LUMO energy at 0.57 eV. For the electronic energy, the calculation gives -681.317048 Ha. As for the maximum force: 3.12 eV Å⁻¹. The SMILES is C#CS(N)(=O)=O. The frontier orbital gap is 11.3 eV.

---

4.
Entry from the Open Molecules 2025 dataset: a single C2H3NO2S molecule in a non-equilibrium geometry (ωB97M-V/def2-TZVPD).

Atoms and positions in Å:
C1 0.28603 -0.48809 0.76043
O1 0.67706 1.39652 2.54469
C2 -0.25895 -0.47290 -0.91285
H1 -0.30296 -1.40206 -2.62756
S1 0.25829 1.12949 1.21512
H2 0.99766 -1.11310 1.16351
O2 -0.74570 1.97706 0.72274
H3 -1.05106 0.26112 -1.13542
N1 0.13962 -1.28803 -1.73066

The calculation puts the LUMO energy (alpha / beta) at -1.40 / -1.40 eV. For the electronic energy, the calculation gives -681.287138 Ha. As for the maximum force: 7.09 eV Å⁻¹. The SMILES is [H]/N=C/C=S(=O)=O. The frontier orbital gap (alpha / beta) is 8.7 / 8.7 eV.

---

5.
Entry from the Open Molecules 2025 dataset: 2 unconnected molecules or ions with the total composition C2H3NO2S in a non-equilibrium geometry (ωB97M-V/def2-TZVPD).

Atoms and positions in Å:
H1 1.22328 1.74004 -0.38808
N1 -3.06036 -1.48891 0.77140
O1 -2.76556 -2.80310 0.51440
H2 -0.59496 1.08313 -0.44338
H3 -2.80180 -3.22474 1.35439
S1 -3.30053 0.91955 -0.51841
C1 0.21012 1.73032 0.08675
O2 0.05663 2.36981 1.08270
C2 -3.19220 -0.51616 0.05465

The calculation puts the LUMO energy at -0.34 eV. For the electronic energy, the calculation gives -681.302939 Ha. As for the maximum force: 2.01 eV Å⁻¹. The SMILES is ON=C=S.C=O. The frontier orbital gap is 8.9 eV.

---

6.
Entry from the Open Molecules 2025 dataset: 2 unconnected molecules or ions with the total composition C2H3NO2S in a non-equilibrium geometry (ωB97M-V/def2-TZVPD).

Atoms and positions in Å:
O1 -0.84304 1.29679 0.01160
H1 2.40611 -1.24139 1.76449
O2 -2.41360 1.09922 -2.07711
N1 1.40324 -1.43529 1.68281
C1 0.64215 -0.89086 0.90999
H2 -0.40658 -1.18581 1.04493
H3 0.75231 1.33387 -1.34222
C2 0.12854 0.71628 -0.86660
S1 -1.66912 0.30717 -1.12789

The calculation puts the LUMO energy (alpha / beta) at -0.29 / -0.32 eV. For the electronic energy, the calculation gives -681.203428 Ha. As for the maximum force: 7.01 eV Å⁻¹. The frontier orbital gap (alpha / beta) is 8.4 / 8.2 eV.

---

So what do the calculations give for relative energy (zero: lowest compared OMol25 entry of this formula, charge and spin)? Going down the list: 160.0 6.6 89.3 108.0 98.1 160.6 kcal per mole.